The following is a DFT calculation (ωB97M-V/def2-TZVPD) of a structure of composition C24H29N2O3PtS5 in a non-equilibrium geometry.

Element x y z (Å)
Pt (0.32, 0.27, -0.76)
S (4.02, 3.52, 0.86)
S (-3.44, -4.49, -4.65)
S (-2.79, 0.20, 0.68)
S (0.74, 2.68, -0.79)
S (3.08, 0.25, -0.90)
O (-4.06, -5.50, -3.84)
O (-2.43, -4.91, -5.59)
O (-4.25, -3.35, -5.01)
N (0.59, -2.02, -0.96)
N (-1.93, 0.38, -0.65)
C (-2.26, -3.71, -3.45)
C (-1.54, 4.00, 2.89)
C (2.28, 3.60, 1.43)
C (-0.46, -0.79, 1.85)
C (-0.84, -3.92, -1.57)
C (2.79, 1.44, -2.25)
C (-0.91, -1.87, -2.86)
C (1.38, 2.50, 0.93)
C (2.27, 2.78, -1.79)
C (-1.80, 2.85, 3.61)
C (-1.82, -1.00, 1.67)
C (-2.43, -2.15, 2.13)
C (-0.40, -2.62, -1.80)
C (-2.05, 2.84, 0.84)
C (-2.29, 1.69, 1.58)
C (-1.67, 4.00, 1.50)
C (-2.19, 1.69, 2.96)
C (-0.30, -2.91, 2.94)
C (-1.85, -2.43, -3.71)
C (4.47, 1.76, 1.16)
C (-1.66, -3.11, 2.77)
C (-1.78, -4.49, -2.42)
C (4.60, 0.93, -0.10)
C (0.30, -1.75, 2.49)
H (-1.48, 4.89, 0.93)
H (-2.15, -5.49, -2.29)
H (0.73, -2.56, -0.11)
H (-2.28, -1.89, -4.53)
H (1.36, -1.58, 2.64)
H (0.46, 2.50, 1.52)
H (3.78, 1.34, 1.88)
H (3.01, 3.33, -1.21)
H (-2.41, 0.79, 3.52)
H (3.73, 1.55, -2.80)
H (-2.16, 2.81, -0.23)
H (2.30, 3.58, 2.52)
H (1.48, -1.96, -1.45)
H (5.18, 0.04, 0.13)
H (-1.24, 4.90, 3.40)
H (5.46, 1.81, 1.62)
H (-2.39, -0.05, -1.44)
H (-2.13, -4.01, 3.14)
H (0.30, -3.66, 3.44)
H (2.05, 0.95, -2.90)
H (1.87, 1.53, 1.01)
H (-0.44, -4.50, -0.75)
H (5.11, 1.49, -0.88)
H (2.00, 3.38, -2.67)
H (-0.56, -0.85, -2.99)
H (-3.49, -2.30, 1.99)
H (-1.70, 2.84, 4.69)
H (-0.01, 0.15, 1.52)
H (1.93, 4.58, 1.11)

Computed properties:
Gap between HOMO and LUMO in eV: 3.70
Total charge: +1
Molecular weight in g mol⁻¹: 748.92
Electronic energy in Ha: -3377.0534
Maximum force in eV/A: 3.1